2 unconnected molecules or ions with the total composition C17H21NO2 at a distorted geometry, computed with the ωB97M-V functional and the def2-TZVPD basis.

```
41
Properties=species:S:1:pos:R:3:forces:R:3
H -1.70098 -2.24353 -4.14778 0.3 0.0 0.2
C -2.12680 1.63760 1.28284 0.6 -0.1 -0.2
H 5.11022 -2.26265 0.39022 0.0 0.1 -0.1
H 0.94059 3.77268 2.34355 -0.2 -0.1 -0.1
H -3.47059 -1.31061 -1.80596 0.1 0.1 -0.1
C -0.87891 -1.75781 -3.61052 0.0 0.3 -0.5
H -0.50379 -0.94938 -4.25380 -0.1 -0.3 0.1
C 2.92491 -1.06627 -1.94302 -0.2 0.2 0.1
H 3.63067 -0.86510 -2.75457 -0.3 0.0 0.3
C -0.71221 2.58628 3.02923 -0.7 -0.6 0.5
C -1.24695 2.10630 0.23884 0.4 0.4 2.1
C 3.41042 -1.56095 -0.72492 -0.4 0.0 0.1
C 4.88141 -1.79201 -0.56962 0.3 -0.1 0.1
O -2.68618 1.19961 3.51301 0.0 0.0 0.8
H -0.48490 2.71711 4.08986 0.0 0.0 -0.4
N -1.43957 -1.20726 -2.37959 0.7 0.0 0.8
H -0.08317 -2.48307 -3.42279 -0.1 0.2 0.1
C -0.19202 3.00425 0.69713 -0.3 -0.6 -0.4
H -2.99546 1.04973 1.00249 0.0 0.0 0.0
H 2.89644 -2.18130 1.28048 -0.2 0.1 -0.3
H -1.37270 -0.87072 -0.35905 0.1 0.2 -0.4
H 5.26172 -2.43678 -1.37215 -0.1 0.1 0.2
H -2.56782 2.42531 5.22368 0.0 -0.2 -0.1
O -1.34582 1.72644 -0.95918 -0.3 -0.6 -1.3
C -0.77183 -1.05281 -1.25865 -1.1 0.5 -0.4
H -3.14877 -0.89711 -3.51118 0.0 0.1 0.3
H -2.87371 0.31963 -2.21478 0.2 -0.1 0.0
H 0.44041 -1.83456 0.94262 0.3 0.1 -0.2
H -3.29001 0.79357 5.38687 0.1 0.1 0.0
C 1.57414 -0.82245 -2.12418 -0.5 -0.4 0.3
C 2.51249 -1.81540 0.32529 0.3 0.0 -0.3
C 0.64518 -1.15924 -1.10066 1.5 -0.3 0.2
C 0.08369 3.17002 2.03688 -0.3 0.1 -0.1
C 1.15424 -1.61935 0.14419 -0.6 0.2 -0.6
C -2.48466 1.37055 4.92899 -0.1 0.0 -0.8
C -1.83467 1.81670 2.63536 0.9 0.8 -0.3
H -1.51233 0.97528 5.25234 -0.1 0.1 -0.1
C -2.82059 -0.74193 -2.48062 -0.6 0.1 0.1
H 0.41667 3.47417 -0.07010 0.1 -0.1 0.1
H 5.44098 -0.84919 -0.63140 -0.2 -0.2 0.0
H 1.22025 -0.36577 -3.04937 0.2 -0.2 0.3
```
Positions in Å, forces in eV/Å.

Properties
* largest force on an atom: 2.15 eV/Å
* energy above the lowest of the compared OMol25 structures with the same formula, charge and spin: 362.6 kJ/mol
* LUMO: -1.1 eV
* HOMO level: -5.716 eV
* DFT total energy: -865.5257 Ha

---

A molecular structure, C19H16BBrN4O5S at a distorted geometry, computed with the ωB97M-V functional and the def2-TZVPD basis.

```
47
Properties=species:S:1:pos:R:3:forces:R:3
H 3.08995 1.70186 0.10160 0.1 -0.2 0.0
H -2.61193 0.71927 2.32353 0.1 0.0 -0.1
O 2.03986 4.47452 2.17003 -0.1 -0.2 -0.3
Br -2.12247 -4.09319 -3.20547 -1.4 0.5 0.9
C 0.40440 2.97956 1.54853 -0.5 -0.4 0.1
H -5.05671 -5.04572 -2.67221 -0.2 1.0 0.8
N 1.53773 3.85857 1.24740 0.3 0.2 0.0
C 6.64630 0.64325 -0.98491 -0.2 0.1 0.0
O 1.91296 3.92522 0.08684 -0.1 0.0 0.3
C 4.55718 0.11921 0.06603 0.4 0.4 -0.3
H 6.20210 -1.26595 -0.12705 -0.2 0.1 0.1
C 4.08457 1.39784 -0.19770 -0.2 0.1 0.1
C -5.98156 -3.57246 -1.19919 1.8 -0.4 -1.0
C -3.38703 -2.19136 -1.30357 -0.1 -1.3 -1.3
C -3.60700 -3.40699 -2.10550 -1.7 2.2 2.4
N -6.61958 -1.70078 0.50412 2.2 0.1 -1.0
N 3.70020 -0.83256 0.78131 -0.2 -0.3 0.2
C 4.90450 2.30498 -0.85341 0.1 -0.1 0.0
C -0.07550 2.90374 2.84992 0.0 0.1 0.2
C -1.16353 2.08727 3.12603 0.0 0.0 -0.2
H 4.54670 3.30730 -1.05764 -0.1 -0.1 0.1
B -1.88742 -1.54826 -1.42147 0.3 -0.2 0.2
C 5.83193 -0.26818 -0.32673 0.2 -0.2 0.0
S -5.80305 -0.39161 1.13221 0.6 -1.4 -1.3
H -1.72973 0.85123 0.02160 0.0 0.0 0.1
C -5.76346 -2.33955 -0.38507 1.1 1.5 0.8
O 2.57983 -0.46419 1.09413 0.3 -0.1 -0.1
C -4.43896 -1.59782 -0.41480 0.2 -1.6 -1.2
H 6.82550 2.64143 -1.75123 -0.1 -0.1 0.0
C -4.94126 -4.11645 -2.06046 0.1 2.2 1.7
H 7.64374 0.35335 -1.29354 -0.1 0.0 0.0
C -1.26501 1.42740 0.81088 0.1 0.1 0.2
H -1.01917 -1.84774 0.61351 0.5 -0.2 -0.9
H -1.04666 -3.32543 -0.42377 0.5 1.2 0.2
H -6.95367 -4.11549 -1.14230 0.9 0.7 0.0
N -4.28586 -0.46612 0.38577 -2.8 -3.0 -1.1
C 6.18433 1.92894 -1.24375 0.0 0.0 0.0
H -2.05354 0.30784 -2.11772 -0.1 -0.5 -0.6
H 0.38113 3.47165 3.65069 0.1 0.0 -0.2
H 0.19496 2.29593 -0.48891 0.1 0.1 0.1
C -0.79223 -2.21792 -0.42522 -0.8 -0.4 -1.0
C -1.75874 1.35261 2.10703 0.0 0.0 0.0
C -0.17970 2.24338 0.52599 0.0 0.0 -0.2
O -1.59585 -0.52135 -2.34905 -0.2 -0.3 1.6
H 0.26530 -2.05657 -0.75834 -0.9 0.0 0.7
H -1.55050 2.02507 4.13625 0.1 0.0 -0.1
O 4.15702 -1.93577 1.02563 -0.1 0.3 -0.1
```
Positions in Å, forces in eV/Å.

Properties
* largest force on an atom: 4.24 eV/Å
* LUMO: -1.4 eV
* HOMO level: -9.007 eV
* DFT total energy: -4325.7063 Ha

---

A molecular structure, C59H51LaN4OP2 at a distorted geometry, computed with the ωB97M-V functional and the def2-TZVPD basis.

```
118
Properties=species:S:1:pos:R:3:forces:R:3
H 3.06794 1.80013 3.15957 0.0 0.0 0.0
H 3.89258 -7.11961 -1.30539 0.0 0.0 0.0
C -0.00471 4.00093 -2.95484 0.0 0.0 0.0
C 3.04918 -3.49919 -2.31524 0.0 0.0 0.0
C 1.91421 3.06402 1.95628 0.0 0.0 0.0
C -1.98311 -1.49248 -4.10545 0.0 0.0 0.0
H -1.59476 0.46513 -4.82684 0.0 0.0 0.0
C -4.03376 4.72962 2.41949 0.0 0.0 0.0
C -4.51193 0.37738 -2.49047 0.0 0.0 0.0
C 5.40229 -2.03897 0.53603 0.0 0.0 0.0
H -0.45068 -5.34895 -0.84286 0.0 0.0 0.0
C -4.63420 4.63781 1.17106 0.0 0.0 0.0
H 0.92645 1.07687 4.59970 0.0 0.0 0.0
N -1.12195 -0.98305 1.46417 0.1 0.1 0.0
N 3.37451 -0.89521 1.11448 -0.3 0.1 -0.2
C 0.04566 6.32572 -3.55306 0.0 0.0 0.0
C 0.50162 5.02618 -3.73584 0.0 0.0 0.0
H -4.57417 5.17413 3.24322 0.0 0.0 0.0
C 1.76634 4.44162 2.05404 0.0 -0.1 0.0
H 1.67609 4.89942 3.02868 0.0 0.0 0.0
H 2.48960 -1.48199 4.15687 0.0 0.0 0.0
C -0.81684 -4.52719 -1.44818 0.0 0.0 0.0
H -1.19898 -4.03857 1.12335 0.0 0.0 0.0
C 1.76941 5.21743 0.90794 0.0 0.0 0.0
H 3.04512 -3.92184 1.71137 0.0 0.0 0.0
C -3.58743 1.01422 -1.68499 0.0 0.1 0.1
H -2.28491 4.31987 3.58914 0.0 0.0 0.0
C -2.24537 -3.76779 -3.21025 0.0 0.0 0.1
C 1.89211 -4.66643 3.35338 0.0 0.0 0.0
H 1.65773 6.29092 0.96955 0.0 0.0 0.0
C -1.85159 -4.76833 -2.36752 0.0 0.0 0.0
C 2.77250 -5.36348 -0.81774 0.0 0.0 0.0
H 6.06452 -2.39182 -0.23999 0.0 0.0 0.0
H -3.00656 -3.95066 -3.95668 0.0 0.0 -0.1
C 4.25600 -1.34954 0.20917 0.1 0.0 0.0
C 3.62077 -1.13009 2.40234 0.0 0.0 0.0
H 1.24966 4.81399 -4.48683 0.0 0.0 0.0
H -2.34326 -1.11028 -0.18685 0.0 0.0 0.0
H 0.23543 -1.10196 4.50421 0.0 0.0 0.0
H 2.75974 -4.86265 3.96819 0.0 0.0 0.0
H -4.42265 3.98335 -0.85749 0.0 0.0 -0.1
C -3.13553 2.60020 -3.44368 0.0 -0.1 0.1
H -2.07073 -0.80950 4.67628 0.0 0.0 0.1
C 3.92637 -4.24297 -3.08716 0.0 0.0 0.0
C 2.07315 2.24580 3.20745 -0.1 0.0 0.0
C -4.75247 0.85265 -3.77446 0.0 0.0 0.0
C -0.97336 4.25932 -1.98663 -0.1 0.0 0.1
C -3.50573 -0.95982 1.62395 0.1 0.0 0.0
H 6.55491 -2.79729 2.18845 0.0 0.0 0.0
H -2.29888 -5.74973 -2.42921 0.0 0.0 0.0
C -2.05485 3.68399 1.55401 0.0 0.0 0.0
C -3.94678 4.07030 0.11031 0.0 -0.1 0.0
C -1.36652 -0.28020 -4.07703 0.0 0.0 0.0
C -0.48740 -4.73224 3.02231 0.0 0.0 0.0
C 2.05686 3.21512 -0.32603 0.1 0.0 -0.1
H -4.45920 -0.99587 1.11831 0.0 0.0 0.0
C -3.42291 -0.85509 3.00177 0.0 0.0 0.0
H -1.27644 7.60215 -2.44853 0.0 0.0 0.0
H 0.49275 -5.38374 4.81511 0.0 0.0 0.0
H -0.04507 1.02296 -3.03253 0.0 0.2 0.0
H -1.04945 3.31081 1.68768 0.1 0.0 0.0
H -5.05145 -0.48543 -2.12575 0.0 0.0 0.0
H 3.14198 0.12172 4.04144 0.0 -0.1 0.0
C 0.93978 -3.89712 1.26838 0.1 0.0 -0.1
C -0.32998 -4.20752 1.74675 0.0 0.1 0.0
C -0.45698 0.02239 -3.03696 0.0 -0.3 0.0
C -1.64775 -2.48639 -3.15272 0.0 0.0 0.0
H -4.31872 -0.79100 3.60362 0.0 0.0 0.0
H -2.71350 -1.72732 -4.86864 0.0 0.0 0.0
C 0.31940 -1.12859 3.40876 0.0 0.0 0.1
H 4.36477 -3.81057 -3.97618 0.0 0.0 0.0
H 2.21011 2.69952 -1.26969 -0.1 0.0 -0.1
C 2.04969 -4.13755 2.08276 0.0 0.1 0.1
C 4.23556 -5.54588 -2.71934 0.0 0.0 0.0
H 0.43744 7.12700 -4.16292 0.0 0.0 0.0
C -2.74646 4.24910 2.61359 0.0 0.0 0.0
C 5.66606 -2.26446 1.88225 0.0 0.0 -0.1
H 0.65593 -2.13029 3.13297 0.0 0.0 0.0
H -1.47674 -4.97880 3.38088 -0.1 0.0 0.0
N 1.34573 -0.16862 2.95284 -0.1 -0.2 0.0
C 4.76604 -1.80434 2.82105 0.0 0.1 0.0
H -2.17975 5.78714 -1.06566 0.0 0.0 0.0
H 2.09622 2.93388 4.05286 0.0 0.0 0.0
H 1.98813 5.15134 -1.23623 0.0 0.0 0.0
H 4.91953 -6.12913 -3.31981 0.0 0.0 0.0
H -3.40952 0.66662 -0.67444 0.0 0.1 -0.1
N 2.02425 2.44808 0.76748 0.0 0.0 0.0
C 1.02764 1.16653 3.50876 0.1 0.0 0.0
La 0.93138 -0.05432 0.06737 0.1 1.3 0.8
C -0.24652 -3.28317 -1.33713 0.0 -0.1 0.1
H 2.32676 -5.81174 0.06046 0.0 0.0 0.0
H -2.60106 3.45783 -3.82424 0.0 0.1 0.0
C 3.65847 -6.10284 -1.58786 0.0 0.0 0.0
C 2.64827 -0.65588 3.45559 0.0 0.0 0.0
C -1.04353 -0.94255 2.80449 0.0 0.0 0.1
O -0.67261 1.92980 -0.50121 0.4 -0.4 0.1
H -5.47909 0.35879 -4.40361 0.0 0.0 0.0
H -4.26687 2.33374 -5.24326 0.0 0.0 0.0
C -0.66035 -2.19797 -2.17231 0.0 0.0 0.0
C -2.65020 3.59626 0.29820 0.0 0.0 0.0
H 0.04610 1.46714 3.12782 0.0 0.0 0.0
C -2.17214 -0.85485 3.60213 0.0 -0.1 -0.1
C -2.33138 -1.01707 0.89404 0.0 0.0 -0.1
P 1.23686 -3.03700 -0.30772 -0.5 -0.2 -0.2
C -0.08608 -0.87849 -2.06171 0.1 -0.5 -0.3
H 4.02327 -1.15459 -0.83166 0.0 0.0 0.0
H 4.93406 -1.96804 3.87688 0.0 0.0 0.0
C 0.61886 -4.95905 3.82895 0.0 0.0 0.0
C -4.07172 1.96227 -4.24717 0.0 0.0 0.0
C 2.46709 -4.05553 -1.17690 0.1 0.1 0.0
P -1.69934 2.89863 -1.05458 -0.1 -0.1 0.0
H 0.35818 2.99663 -3.10301 0.0 -0.2 0.0
C -0.91797 6.59214 -2.59251 0.0 0.0 0.0
C 1.94270 4.59238 -0.31436 0.1 0.0 0.1
C -2.88645 2.12464 -2.15903 0.0 0.0 0.0
H 2.78650 -2.49078 -2.61988 0.0 0.0 0.0
C -1.43160 5.56266 -1.81599 0.0 0.0 0.1
H -5.64032 5.00507 1.02610 0.0 0.0 0.0
```
Positions in Å, forces in eV/Å.

Properties
* largest force on an atom: 1.48 eV/Å
* energy above the lowest of the compared OMol25 structures with the same formula, charge and spin: 58.0 kJ/mol
* LUMO: -4.7 eV
* HOMO level: -11.958 eV
* DFT total energy: -3287.2029 Ha
* net charge: +2

---

2 unconnected molecules or ions with the total composition C4H9O2S at a distorted geometry, computed with the ωB97M-V functional and the def2-TZVPD basis.

```
16
Properties=species:S:1:pos:R:3:forces:R:3
C 2.15448 -2.33111 0.44735 -0.2 0.3 -0.4
H 0.28107 1.85041 -0.35315 0.0 -0.1 -0.2
C 0.88741 -1.48578 0.08060 1.0 -0.7 0.7
S -2.15271 0.66274 1.18413 0.2 -0.3 0.3
H 2.94829 -2.22964 -0.29311 -0.1 0.0 -0.1
H -2.71555 1.72805 -0.83347 0.0 -0.1 0.1
H -1.22081 -0.36689 1.15889 -0.1 0.1 -0.1
O -0.08869 -1.73140 0.83272 -0.5 0.2 0.0
H -1.53743 0.44834 -1.11289 0.0 -0.1 0.1
H 1.84924 -3.37054 0.54134 0.1 -0.1 0.1
H -0.67075 2.80559 -1.50957 0.0 0.2 0.0
O 0.99452 -0.67113 -0.84017 -0.2 0.5 -0.5
C -0.68359 2.33141 -0.52742 0.3 -0.4 0.5
H -0.81150 3.04845 0.28689 -0.1 0.3 -0.3
H 2.55017 -1.97254 1.39785 -0.1 -0.1 0.1
C -1.78416 1.28402 -0.45998 -0.3 0.4 -0.6
```
Positions in Å, forces in eV/Å.

Properties
* largest force on an atom: 1.41 eV/Å
* energy above the lowest of the compared OMol25 structures with the same formula, charge and spin: 4.7 kJ/mol
* LUMO: 3.7 eV
* HOMO level: -4.524 eV
* DFT total energy: -706.5462 Ha
* net charge: -1